{
  "formula": "C8H19N4S",
  "method": "the ωB97M-V functional and the def2-TZVPD basis",
  "elements": ["H", "S", "C", "H", "C", "N", "C", "H", "H", "C", "H", "N", "H", "H", "C", "N", "H", "N", "H", "H", "C", "C", "H", "H", "H", "H", "H", "C", "H", "H", "H", "H"],
  "positions_angstrom": [[-1.654674, -2.320561, -0.290044], [-2.921512, 0.246152, 1.009545], [-4.311575, -0.879724, 0.718788], [-5.182980, -0.531654, 1.340970], [0.779248, -0.261110, -0.192988], [-0.951283, -1.684388, -0.655966], [2.980430, -0.981215, -0.343752], [1.300722, -1.545595, 1.892706], [3.888635, -1.190420, 0.130080], [2.382220, 1.434371, 0.549708], [-2.494521, 2.663026, -0.988200], [-2.092876, 0.240253, -0.289190], [1.788932, -0.273976, 2.811175], [3.120545, 1.818626, 1.303932], [2.038527, -0.810889, 1.935786], [-1.705136, 2.246457, -1.421494], [0.100820, 0.230137, -2.070652], [0.190555, -1.394983, 0.036794], [1.370124, 1.923643, 0.706478], [-4.612791, -0.599530, -0.340980], [2.049268, -0.051241, 0.580570], [0.248997, 0.703543, -1.135386], [2.668589, 1.726544, -0.455404], [3.014041, -1.208101, 2.099246], [0.985254, 1.592411, -1.448150], [-0.952053, -1.765994, -1.643440], [-0.770903, 1.810594, 0.432894], [-1.011467, 1.252213, -0.557858], [-4.107981, -1.989998, 0.557912], [3.173390, -0.372620, -1.312404], [-1.848580, 1.875332, -2.301686], [2.538041, -1.901318, -0.658992]],
  "forces_ev_per_a": [[1.0, -0.1, 0.6], [0.0, -0.5, 1.9], [-1.0, 0.4, -2.7], [1.1, -0.9, -0.2], [-0.2, -2.2, 1.5], [-1.0, 0.9, 0.4], [-0.4, 3.1, -2.0], [-0.7, -1.6, -0.2], [1.5, -0.1, 0.6], [-0.8, 0.6, 1.0], [-0.7, 0.2, 0.2], [0.3, -0.5, -2.4], [-0.2, 1.3, 0.8], [-0.7, -0.6, -0.8], [0.4, 1.4, -0.8], [2.7, -0.7, 2.4], [-0.6, -0.6, -1.1], [-0.1, 0.2, 0.3], [1.4, 0.1, 0.3], [0.2, -0.1, 1.1], [0.8, -2.1, -0.7], [1.4, 2.4, -1.5], [0.5, 0.1, 0.1], [0.6, -0.5, 0.2], [-1.8, -1.9, 1.2], [0.4, 0.3, -1.2], [-0.3, -1.0, -1.5], [-2.3, 2.9, 1.8], [0.0, 1.4, 1.2], [0.0, -1.1, 1.4], [-0.8, -0.6, -2.1], [-0.5, -0.5, 0.2]],
  "lowdin_charge": [0.119, 1.014, -0.325, 0.067, -0.295, 0.075, -0.010, 0.046, 0.060, -0.030, 0.076, -0.340, 0.073, 0.115, -0.016, 0.116, 0.118, 0.062, 0.089, 0.062, -0.469, -0.111, 0.068, 0.078, 0.184, 0.114, 0.159, -0.424, 0.077, 0.119, 0.059, 0.071],
  "e_lumo_ev": [-5.6, -5.3],
  "relative_energy_kcal_mol": 13.4,
  "max_force_ha_per_bohr": 0.080,
  "orbital_gap_ev": [6.3, 7.2],
  "homo_energy_ha": [-0.436, -0.456],
  "energy_ha": -933.01018,
  "total_charge": 1
}


{
  "formula": "C8H19NO",
  "method": "the ωB97M-V functional and the def2-TZVPD basis",
  "elements": ["H", "H", "N", "H", "H", "H", "C", "H", "H", "C", "H", "H", "C", "H", "H", "C", "H", "H", "C", "C", "H", "H", "C", "C", "H", "H", "H", "H", "O"],
  "positions_angstrom": [[3.503876, 1.662821, 2.247918], [-3.040980, -0.760916, 0.934753], [-1.260248, -0.215165, -0.079464], [-1.678219, -3.528781, -0.107686], [1.486232, 2.442719, 0.513347], [2.477943, -0.885629, 1.022616], [-1.929537, -2.644185, -0.678968], [0.079052, -1.871207, -0.694372], [3.660536, 0.361784, 0.233421], [-2.610299, 0.003236, 0.169380], [0.935254, 2.582231, 1.973541], [-3.344372, -0.261436, -0.573556], [1.464166, 1.729288, 1.385457], [-3.259277, -2.766469, -0.738300], [-1.901754, -2.797986, -1.821004], [2.645152, 1.064291, 2.012920], [1.189744, 0.389538, -2.134694], [4.187835, -0.576368, 1.535507], [3.231091, -0.079591, 1.156296], [-0.606520, 0.585449, -1.041189], [0.683901, 1.116114, 1.222751], [-2.853540, 1.203335, 0.285518], [-0.846825, -1.687408, 0.041039], [0.098204, -0.098815, -2.208365], [0.079157, -1.092015, -2.378836], [-0.384625, 0.396351, -3.012482], [2.433420, 0.631080, 3.038794], [-0.402682, -1.973430, 1.002167], [-0.462794, 1.750104, -0.876571]],
  "forces_ev_per_a": [[0.2, 1.1, -0.1], [1.1, 2.0, -0.2], [2.3, -2.4, -0.3], [-0.2, -1.0, -0.8], [1.2, -1.5, 0.0], [0.5, 0.5, -0.5], [-2.6, -1.5, -0.5], [-1.9, 0.6, 1.8], [-1.0, -0.4, -0.1], [-3.6, 2.2, 2.0], [1.1, -1.6, 0.4], [0.2, -0.2, -1.5], [0.1, 5.3, 0.8], [3.8, 1.5, 1.4], [1.2, 0.4, 1.8], [1.1, -1.6, 1.2], [-2.2, -1.5, -0.5], [-1.4, 0.6, 0.3], [1.1, -0.4, -0.1], [0.8, -2.8, 0.9], [-2.5, -2.5, -0.7], [0.7, -3.1, 0.6], [-0.1, 1.3, -4.6], [2.5, 5.1, 1.2], [0.0, -3.2, -0.2], [-0.2, 0.4, -1.2], [-0.4, 0.4, -1.1], [-1.2, 0.1, 0.1], [-0.7, 2.0, -0.3]],
  "lowdin_charge": [0.082, 0.112, -0.149, 0.028, 0.087, 0.061, -0.131, 0.126, 0.069, -0.149, 0.108, 0.045, -0.139, 0.153, 0.069, -0.322, 0.150, 0.081, -0.137, -0.521, -0.008, 0.150, -0.161, 0.011, 0.010, 0.072, 0.115, 0.106, 0.080],
  "e_lumo_ev": 0.7,
  "relative_energy_kcal_mol": 122.6,
  "max_force_ha_per_bohr": 0.112,
  "orbital_gap_ev": 9.6,
  "homo_energy_ha": -0.326,
  "energy_ha": -446.03739,
  "total_charge": 0,
  "smiles": "CCN(C)C(C)=O.CCC"
}


{
  "formula": "C8H20AlClYb",
  "method": "the ωB97M-V functional and the def2-TZVPD basis",
  "elements": ["C", "C", "H", "C", "C", "H", "H", "H", "C", "Cl", "H", "C", "H", "C", "H", "H", "H", "H", "H", "H", "H", "H", "H", "H", "H", "Yb", "H", "C", "H", "H", "Al"],
  "positions_angstrom": [[0.289140, 0.553776, 4.845216], [0.304937, 0.950143, 2.323797], [-0.372437, 1.397497, 5.025179], [1.870097, 1.401700, -3.771602], [0.621291, -1.596778, -4.180293], [0.773766, -1.942006, 4.203662], [0.106145, -0.190482, 5.622279], [-1.742371, 1.939561, -4.133277], [-2.007236, -1.157764, 0.872722], [-0.328099, 0.756497, -1.551821], [-2.306710, -1.945257, 1.577576], [0.904728, -1.306577, 3.312052], [-2.300704, 0.279389, -3.847817], [0.043356, -0.040033, 3.464043], [1.316050, 0.906257, 4.957357], [1.305347, 1.383533, 2.436310], [1.982845, -1.076462, 3.242967], [-0.450270, 1.741671, 2.353853], [2.425610, 1.314515, -4.718188], [0.610084, -1.942393, 2.442552], [-1.016666, -0.341015, 3.406277], [-1.705011, 0.741069, -5.448102], [2.528153, 1.028314, -2.969716], [-2.320222, -1.475356, -0.135939], [-2.592575, -0.258985, 1.118593], [0.151219, -0.551298, 0.536300], [-0.074494, -2.209292, -4.796497], [-1.543777, 0.885751, -4.370094], [1.615913, -1.968316, -4.513246], [1.674049, 2.466441, -3.582546], [0.237855, 0.255908, -3.721584]],
  "forces_ev_per_a": [[-0.1, -0.2, 0.3], [0.1, 0.1, 0.3], [-0.1, 0.1, 0.0], [0.1, -0.2, -0.3], [0.3, -0.9, -1.4], [0.1, 0.0, -0.3], [0.0, -0.1, 0.3], [0.1, -0.2, 0.0], [-1.2, -0.7, 0.2], [-0.1, 0.5, -0.5], [-0.2, 0.0, 0.0], [-0.1, -0.4, 0.3], [0.1, 0.2, -0.1], [0.2, 0.3, -0.4], [0.1, 0.0, -0.1], [0.1, 0.3, 0.2], [-0.3, 0.1, -0.1], [0.1, 0.2, 0.0], [0.0, 0.1, 0.2], [0.2, 0.2, 0.6], [0.3, -0.1, 0.1], [0.0, 0.1, 0.1], [0.0, 0.2, -0.2], [-0.2, 0.0, 0.1], [0.0, 0.0, 0.0], [1.1, -0.3, -0.1], [0.0, 0.3, 0.7], [0.1, -0.2, -0.4], [-0.3, 0.3, 0.6], [0.0, -0.2, 0.0], [-0.3, 0.9, 0.1]],
  "lowdin_charge": [-0.123, -0.340, 0.066, -0.242, -0.085, 0.070, 0.056, -0.012, -0.376, 0.250, -0.070, -0.144, -0.012, -0.586, 0.069, 0.000, 0.076, 0.010, -0.018, 0.026, 0.107, -0.020, -0.016, -0.075, -0.052, 0.886, -0.044, -0.252, -0.046, -0.010, -0.094],
  "e_lumo_ev": [2.6, 2.5],
  "max_force_ha_per_bohr": 0.033,
  "orbital_gap_ev": [5.8, 5.6],
  "homo_energy_ha": [-0.119, -0.117],
  "energy_ha": -2178.08553,
  "total_charge": -1,
  "spin_multiplicity": 2
}


{
  "formula": "C8H20AlF4NNaO3",
  "method": "the ωB97M-V functional and the def2-TZVPD basis",
  "elements": ["C", "C", "H", "H", "N", "H", "H", "H", "O", "H", "H", "F", "H", "H", "C", "F", "C", "H", "C", "H", "H", "H", "H", "H", "Na", "H", "C", "C", "H", "O", "F", "C", "H", "O", "F", "Al", "H", "H"],
  "positions_angstrom": [[-1.496202, 1.362416, -0.094026], [4.398010, -0.474599, -2.241622], [2.558166, -1.058635, -1.221931], [-4.382777, -0.258178, 2.778390], [5.153631, -1.344533, -1.321450], [2.130328, 2.789725, -1.666638], [-5.075334, -0.843574, 3.995394], [4.305703, -1.012246, -3.188963], [-4.805715, -0.000726, 3.605581], [-2.780636, -1.168135, -0.148820], [5.020209, -0.872982, 0.604020], [-1.912812, -2.756302, 5.090339], [-4.195084, -0.374663, -0.869125], [1.074946, 0.679421, -1.965395], [2.625627, 2.195137, -2.440717], [-2.462880, -2.878930, 2.296959], [-3.239347, -0.199852, -0.371826], [5.000686, 0.448036, -2.362561], [-2.537080, 1.557386, 0.994890], [-0.709197, 0.689118, 0.256239], [3.265624, 0.465111, -0.690414], [1.977559, 0.384403, -3.488151], [3.691410, 2.150017, -2.195015], [-1.701838, 0.120806, -1.897212], [6.506671, 0.097649, 1.836328], [2.480705, 2.623939, -3.437427], [3.027769, -0.136063, -1.583143], [2.068479, 0.724453, -2.451685], [-3.085716, 2.496772, 0.857569], [-3.465371, 0.478802, 0.869251], [-3.010105, -5.126882, 3.961884], [-2.305954, 0.683206, -1.185114], [-1.030967, 2.297986, -0.407101], [5.508137, -0.548283, -0.221709], [-4.612121, -2.782852, 4.168268], [-2.995072, -3.386441, 3.879005], [-2.882195, 1.429335, -1.741151], [-2.107257, 1.550157, 1.997080]],
  "forces_ev_per_a": [[0.3, -0.1, 0.1], [0.1, -0.1, 2.0], [0.1, 0.0, -0.3], [0.1, 0.1, -0.1], [-0.3, -1.1, -1.8], [0.0, 0.0, -0.2], [0.3, -0.1, 0.0], [-0.1, 0.1, 0.1], [-0.2, 0.1, 0.0], [0.0, 0.0, 0.0], [-0.5, -0.1, -0.8], [-0.8, -0.4, -0.8], [0.0, 0.0, 0.1], [0.3, 0.2, -0.5], [-0.5, -1.0, -0.2], [-0.4, -0.3, 1.0], [0.1, -0.3, 0.2], [-0.4, 0.0, -0.5], [-0.2, 0.1, 0.1], [0.0, 0.0, 0.0], [-0.2, -0.2, -0.1], [0.1, -0.2, 0.2], [-0.1, 0.2, -0.2], [0.0, 0.0, 0.0], [-0.2, -0.1, -0.8], [0.1, 0.4, 0.3], [0.0, 0.3, -0.8], [0.5, 0.5, 1.2], [0.1, 0.1, 0.0], [0.1, 0.1, -0.2], [0.0, 1.2, -0.1], [-0.2, 0.1, -0.2], [0.0, 0.0, 0.0], [1.0, 1.2, 2.4], [0.9, -0.4, -0.2], [0.2, -0.1, 0.0], [0.0, 0.0, 0.0], [-0.1, -0.1, 0.0]],
  "lowdin_charge": [-0.184, -0.312, 0.103, 0.000, -0.202, 0.060, 0.001, 0.097, -0.085, 0.120, 0.017, -0.233, 0.116, 0.081, -0.112, -0.227, -0.190, 0.082, -0.199, 0.115, 0.086, 0.092, 0.048, 0.106, 0.722, 0.059, -0.238, -0.242, 0.116, -0.148, -0.235, -0.178, 0.106, -0.337, -0.218, -0.020, 0.110, 0.123],
  "e_lumo_ev": -0.3,
  "max_force_ha_per_bohr": 0.056,
  "orbital_gap_ev": 3.3,
  "homo_energy_ha": -0.133,
  "energy_ha": -1401.70870,
  "total_charge": -1
}


{
  "formula": "C8H20AlO3",
  "method": "the ωB97M-V functional and the def2-TZVPD basis",
  "elements": ["H", "H", "H", "H", "H", "C", "C", "H", "O", "C", "H", "H", "H", "Al", "H", "H", "C", "C", "H", "C", "H", "H", "H", "H", "H", "C", "O", "H", "H", "O", "C", "H"],
  "positions_angstrom": [[-2.381913, -2.549525, 3.479022], [-0.317278, 0.135711, -0.354368], [3.661503, 0.716744, -2.189515], [1.644779, 1.430288, 0.080031], [1.913507, 0.446831, -2.390703], [-1.916576, -1.932721, 1.466630], [-1.496217, -4.109948, 2.285414], [0.107511, -1.932934, 0.655047], [0.141017, 2.173106, -2.366430], [2.427110, 1.724062, -0.634554], [-2.089721, 3.031600, -0.875528], [0.081854, 3.658181, -0.945182], [0.726454, 4.169355, -2.510652], [-1.503597, 1.720950, -1.594601], [-3.497399, -3.226890, 2.282799], [-1.377931, -4.704629, 3.194529], [2.175897, 3.106579, -1.293977], [-0.421450, -2.157633, 1.580603], [-1.820353, -4.773673, 1.475073], [-2.458557, -2.947437, 2.462008], [3.356567, 1.840809, -0.036965], [2.903039, 3.344699, -2.088338], [2.344021, 3.858581, -0.492539], [-2.255665, -2.179807, 0.458994], [2.770480, -0.357239, -1.063950], [2.711198, 0.584913, -1.647289], [-0.235774, -3.544659, 1.917166], [-2.471948, 1.250286, -2.778928], [0.011692, -1.553309, 2.385660], [-1.241811, 0.369288, -0.345341], [0.716487, 3.315792, -1.791022], [-2.206925, -0.907373, 1.676906]],
  "forces_ev_per_a": [[0.0, 0.0, 0.0], [0.4, -0.1, 0.0], [-0.2, 0.1, 0.3], [0.0, 0.3, -0.4], [0.2, 0.3, 0.3], [-0.2, -0.1, -0.1], [0.1, -0.1, -0.2], [0.0, -0.1, 0.0], [-0.8, 0.1, 0.7], [1.1, 0.2, -0.8], [0.0, 0.1, 0.2], [0.5, 0.0, -0.1], [0.0, -0.3, 0.2], [0.9, -0.6, 0.0], [0.0, 0.0, 0.0], [0.1, 0.0, 0.0], [-0.7, 0.1, 0.8], [0.1, 0.1, 0.1], [-0.1, 0.0, 0.0], [0.0, 0.0, 0.2], [-0.4, -0.1, -0.1], [-0.1, -0.5, 0.2], [0.0, -0.1, -0.5], [0.0, 0.1, 0.0], [0.2, 0.3, -0.4], [-0.4, -0.5, 0.5], [-0.2, 0.0, 0.1], [-0.1, -0.2, -0.1], [0.0, 0.1, 0.0], [-0.4, 1.0, -0.8], [0.1, 0.1, 0.0], [0.1, 0.0, -0.1]],
  "lowdin_charge": [0.109, -0.046, 0.062, 0.098, 0.062, -0.187, -0.225, 0.108, -0.316, -0.260, -0.082, 0.057, 0.101, 0.152, 0.107, 0.108, -0.201, -0.201, 0.112, -0.182, 0.092, 0.099, 0.096, 0.117, 0.061, -0.126, -0.150, -0.111, 0.118, -0.301, -0.376, 0.105],
  "e_lumo_ev": 3.2,
  "max_force_ha_per_bohr": 0.027,
  "orbital_gap_ev": 8.1,
  "homo_energy_ha": -0.179,
  "energy_ha": -785.06541,
  "total_charge": -1
}


{
  "formula": "C8H20B2BrClNO3S",
  "method": "the ωB97M-V functional and the def2-TZVPD basis",
  "elements": ["H", "H", "C", "H", "H", "H", "C", "H", "H", "B", "O", "C", "C", "Br", "B", "H", "H", "C", "C", "H", "H", "H", "C", "H", "O", "H", "Cl", "H", "H", "C", "H", "H", "O", "N", "S", "H", "H"],
  "positions_angstrom": [[-2.664451, 1.475632, -1.001643], [1.404191, 3.120402, -1.120996], [0.576263, -1.117679, -1.875809], [1.005510, -2.158609, 0.547164], [-3.680056, 0.536346, -2.048364], [-2.337212, -1.406776, -0.422074], [-3.132141, -0.033272, 1.118293], [0.888244, 2.154608, 1.024508], [-4.113904, -0.198597, 1.542074], [-0.345807, 0.184434, -1.749288], [1.030149, 2.464254, -1.722315], [1.869537, -1.044518, -1.051725], [-0.072374, 2.011860, 0.508526], [-3.082410, -0.121019, 4.094435], [0.238847, 1.597241, -0.996332], [-1.824926, -0.835958, -2.620160], [2.501826, -1.896435, -1.344901], [-2.777855, 0.477324, -1.426354], [1.571772, -1.228610, 0.435324], [-4.036606, -1.038344, -0.545332], [-0.626449, 1.247739, 1.054471], [-0.603851, 2.967131, 0.558222], [-3.059114, -0.588872, -0.343357], [0.935869, -0.443608, 0.855067], [3.691722, 0.970411, 0.449174], [2.442867, -1.682810, 2.328252], [2.814295, 1.054129, 3.132286], [-2.400415, -0.531049, 1.736623], [-0.001381, -2.010005, -1.607943], [2.799624, -1.376803, 1.341024], [-2.923243, 1.035746, 1.097531], [3.458876, -2.173319, 0.996267], [5.054167, -0.287381, 2.001931], [-1.657693, 0.123042, -2.325746], [3.738762, 0.110836, 1.592550], [2.458299, -0.156509, -1.276548], [0.859070, -1.200961, -2.934835]],
  "forces_ev_per_a": [[0.4, -0.1, 0.1], [0.0, 0.1, -0.2], [0.3, 0.9, -0.1], [0.0, 0.0, 0.1], [0.1, 0.2, 0.0], [0.1, 0.1, 0.0], [0.3, -0.4, -1.8], [-0.1, 0.1, 0.1], [0.1, 0.0, 0.2], [0.0, 0.1, -0.5], [0.1, -0.3, 0.2], [0.0, -1.0, -0.1], [0.5, -0.4, -0.2], [0.1, 0.0, 1.1], [-0.4, 0.4, 0.3], [-0.2, 0.1, -0.3], [0.1, 0.1, 0.1], [-0.9, -0.2, -0.8], [0.2, 0.3, 0.1], [0.1, -0.1, -0.2], [-0.1, 0.2, 0.1], [-0.1, -0.1, 0.0], [-0.5, 0.5, 0.5], [0.0, 0.0, -0.2], [-0.7, 0.2, 0.2], [0.2, 0.1, 0.1], [-0.1, -0.2, -0.1], [-0.1, 0.1, 0.2], [0.1, -0.1, -0.1], [-1.3, -0.3, 0.3], [0.0, 0.0, 0.3], [0.4, 0.4, -0.1], [-0.3, 0.0, 0.7], [0.5, -0.6, 1.3], [1.7, -0.4, -1.1], [-0.2, 0.2, 0.1], [-0.2, -0.1, 0.0]],
  "lowdin_charge": [0.106, 0.095, -0.121, 0.128, 0.101, 0.092, -0.253, 0.043, 0.009, -0.309, 0.111, -0.231, -0.019, -0.579, -0.415, 0.103, 0.114, -0.220, -0.213, 0.089, 0.049, 0.076, -0.214, 0.105, -0.335, 0.100, 0.422, -0.059, 0.101, -0.277, 0.047, 0.111, -0.353, 0.062, 0.324, 0.098, 0.111],
  "e_lumo_ev": 2.3,
  "max_force_ha_per_bohr": 0.040,
  "orbital_gap_ev": 5.9,
  "homo_energy_ha": -0.133,
  "energy_ha": -4079.52425,
  "total_charge": -1
}